DFT (wB97M-V/def2-TZVPD) results for the ion CH3N2O2S with charge -1 at a distorted geometry.

Computed properties:
Kohn-Sham gap = 7.56 eV
HOMO level = -0.132 Ha

```
! wB97M-V def2-TZVPD RIJCOSX def2/J DEFGRID3
* xyz -1 1
C 1.7023 -0.0760 0.0849
N 0.3329 -0.0124 0.6594
N -0.5592 0.0267 -0.3152
O -2.8058 1.0435 -0.8260
O -2.6226 -1.1470 0.1628
S -2.2217 0.2976 0.2652
H 1.5884 -0.0634 -0.9701
H 2.3629 -0.9304 0.3906
H 2.2226 0.8612 0.5483
*
```

=====

DFT (wB97M-V/def2-TZVPD) results for a cluster of 2 separate species, CH3N2O2S in total at a distorted geometry.

Computed properties:
Kohn-Sham gap = 10.77 eV
HOMO level = -0.622 Ha

```
! wB97M-V def2-TZVPD RIJCOSX def2/J DEFGRID3
* xyz 1 1
C 1.7393 1.9731 0.1557
N 0.8536 1.2644 0.2623
N -1.4187 -1.0181 -0.0421
O -2.6504 0.7626 1.2323
O -2.3634 0.9582 -1.2708
S -2.1701 0.3738 -0.0177
H 2.5604 2.6320 0.0435
H -1.1836 -1.5056 0.8121
H -1.0007 -1.3972 -0.8852
*
```

=====

DFT (wB97M-V/def2-TZVPD) results for the ion CH3N2O3S with charge -1 at a distorted geometry.

Computed properties:
Kohn-Sham gap = 8.44 eV
HOMO level = -0.164 Ha

```
! wB97M-V def2-TZVPD RIJCOSX def2/J DEFGRID3
* xyz -1 1
C -1.7546 0.0919 -0.1170
N -0.6916 0.1822 0.5925
N 0.6290 -0.9087 0.4725
O 3.1009 -0.5264 0.1091
O -2.3358 -0.9181 -0.6132
O 1.3568 1.3416 -0.1166
S 1.8278 -0.0569 -0.5098
H -2.1831 1.1675 -0.0302
H -0.0527 1.0553 0.3926
H 0.1033 -1.4284 -0.1800
*
```

=====

DFT (wB97M-V/def2-TZVPD) results for a cluster of 2 separate species, CH3N2OP in total at a distorted geometry.

Computed properties:
Kohn-Sham gap (alpha / beta) = 9.74 / 7.49 eV
HOMO level (alpha / beta) = -0.405 / -0.313 Ha

```
! wB97M-V def2-TZVPD RIJCOSX def2/J DEFGRID3
* xyz 0 1
C -2.6174 0.8324 -0.3821
N -3.0347 1.7050 0.2221
N 0.6886 0.9284 0.2980
O -1.8964 -1.4803 0.6748
P -1.6725 -0.6963 -0.7540
H 1.2219 1.0664 -0.5610
H 0.4843 1.8339 0.6677
H -1.1451 -1.9429 1.0307
*
```

=====

DFT (wB97M-V/def2-TZVPD) results for a cluster of 2 separate species, CH3N2S in total at a distorted geometry.

Computed properties:
Expectation value of S² = 2.007
Kohn-Sham gap (alpha / beta) = 6.70 / 7.61 eV
HOMO level (alpha / beta) = -0.483 / -0.580 Ha

```
! wB97M-V def2-TZVPD RIJCOSX def2/J DEFGRID3
* xyz 1 3
C -0.0006 -0.5927 -0.2892
N 1.1486 -0.6036 -0.3903
N -1.3202 -0.5784 0.0669
S 2.0685 0.8317 -0.4905
H 1.3665 1.4843 1.3842
H -1.4813 0.3549 0.4851
H -1.7816 -0.8963 -0.7662
*
```

=====

DFT (wB97M-V/def2-TZVPD) results for an isolated molecule of CH3N3O2S at a distorted geometry.

Computed properties:
SMILES = O=S1(=O)N=NCN1
Kohn-Sham gap = 10.08 eV
HOMO level = -0.393 Ha

```
! wB97M-V def2-TZVPD RIJCOSX def2/J DEFGRID3
* xyz 0 1
C -1.0542 -0.5466 -0.1229
N -1.3047 0.7595 -0.5294
N -0.2633 1.4979 -0.5734
N 0.3698 -0.7871 -0.0968
O 1.1567 1.0617 1.3154
O 2.2816 0.7282 -0.8924
S 1.1602 0.6376 -0.0532
H -1.4220 -0.6940 1.0125
H -1.6254 -1.3137 -0.7128
H 0.7014 -1.3435 0.6531
*
```

=====

DFT (wB97M-V/def2-TZVPD) results for a cluster of 2 separate species, CH3N3OS in total at a distorted geometry.

Computed properties:
Expectation value of S² = 2.005
Kohn-Sham gap (alpha / beta) = 5.61 / 7.31 eV
HOMO level (alpha / beta) = -0.180 / -0.382 Ha

```
! wB97M-V def2-TZVPD RIJCOSX def2/J DEFGRID3
* xyz 0 3
C -0.2978 -0.9402 -0.8945
N -3.7268 -0.5729 -0.4206
N -3.6421 0.4664 -0.0591
N -0.2538 0.4764 -0.9589
O -0.4482 -1.5561 0.1102
S -0.5734 1.3586 0.4446
H 0.0821 -1.4920 -1.8482
H 0.6314 1.3737 0.9539
H -0.2567 0.9450 -1.8280
*
```

=====

DFT (wB97M-V/def2-TZVPD) results for a cluster of 2 separate species, CH3N3S2 in total at a distorted geometry.

Computed properties:
Kohn-Sham gap = 8.65 eV
HOMO level = -0.321 Ha

```
! wB97M-V def2-TZVPD RIJCOSX def2/J DEFGRID3
* xyz 0 1
C -1.1065 1.4299 -1.5458
N 1.8556 -1.4847 1.8747
N -0.0938 0.6473 0.6814
N 1.1228 -2.2056 1.3525
S 0.2334 -3.0947 0.5393
S 0.2880 1.3252 -0.6684
H -2.0463 1.1223 -0.9373
H -0.9617 2.0674 -2.3799
H 0.7085 0.1929 1.0835
*
```

=====

DFT (wB97M-V/def2-TZVPD) results for a cluster of 2 separate species, CH3N4 in total at a distorted geometry.

Computed properties:
Kohn-Sham gap = 12.94 eV
HOMO level = -0.639 Ha

```
! wB97M-V def2-TZVPD RIJCOSX def2/J DEFGRID3
* xyz 1 1
C 0.5174 0.4354 0.6180
N -2.1084 -0.2625 -1.5524
N -1.1872 -0.7731 -1.3000
N 0.0813 1.1118 1.4218
N 0.9913 -0.6288 0.0731
H -0.3618 1.8742 1.7988
H 1.8112 -0.5927 -0.5899
H 0.2562 -1.1643 -0.4694
*
```

=====

DFT (wB97M-V/def2-TZVPD) results for the ion CH3N4O with charge +1 at a distorted geometry.

Computed properties:
SMILES = Nc1n[nH+]on1
Kohn-Sham gap = 8.58 eV
HOMO level = -0.562 Ha

```
! wB97M-V def2-TZVPD RIJCOSX def2/J DEFGRID3
* xyz 1 1
C 0.3236 0.1594 0.0213
N -1.4868 -0.8620 -0.0564
N -0.2523 -1.0728 0.0183
N -0.6342 1.0979 -0.0541
N 1.7080 0.5125 0.1867
O -1.7553 0.4869 -0.1023
H -2.2409 -1.5492 -0.0757
H 2.3776 -0.2342 0.0862
H 1.9603 1.4614 -0.0240
*
```

=====

DFT (wB97M-V/def2-TZVPD) results for a cluster of 2 separate species, CH3N4O in total at a distorted geometry.

Computed properties:
Kohn-Sham gap (alpha / beta) = 7.10 / 7.11 eV
HOMO level (alpha / beta) = -0.521 / -0.521 Ha

```
! wB97M-V def2-TZVPD RIJCOSX def2/J DEFGRID3
* xyz 1 1
C -3.3001 0.2689 3.0186
N -2.4641 0.2872 2.2076
N -1.7142 0.1001 1.2265
N -0.4932 0.4106 1.2269
N 0.1136 0.0916 -0.0358
O -4.8426 0.9442 4.1833
H -0.5296 -0.4120 -0.6882
H 0.9575 -0.4821 0.1525
H 0.4410 0.9706 -0.4795
*
```

=====

DFT (wB97M-V/def2-TZVPD) results for a structure of composition CH3N4P at a distorted geometry.

Computed properties:
Kohn-Sham gap = 8.04 eV
HOMO level = -0.343 Ha

```
! wB97M-V def2-TZVPD RIJCOSX def2/J DEFGRID3
* xyz 0 1
C -0.8231 1.2314 0.4042
N -0.9867 1.5928 -0.8410
N -0.5272 0.6890 -1.6856
N -0.1108 -0.4336 -1.2511
N 0.9706 -1.3229 1.0144
P -0.3344 -0.4795 0.3543
H -1.3772 1.7507 1.1055
H 1.3340 -2.3616 -0.0260
H 1.8549 -0.6663 0.9253
*
```

=====

The ΔE to the lowest compared entry with this formula, charge and spin results, record by record, are as follows: 2.081, 1.827, 2.238, 3.481, 1.967, 2.288, 1.116, 1.598, 0.486, 1.883, 8.827, 2.352 eV.